The following is a DFT calculation (ωB97M-V/def2-TZVPD) of a molecular structure, C26H31F3N2O4S at a distorted geometry.

Cartesian coordinates (Å):
H1 3.81726 -2.01006 0.88908
C1 -0.77614 -0.96453 -0.81452
C2 0.90668 0.82953 0.01323
C3 1.46551 5.97389 -1.36012
O1 2.87155 8.69353 -3.15154
H2 1.16189 -3.64727 3.11669
H3 3.47547 -5.22976 1.95959
C4 1.42696 -3.21238 -0.19135
C5 2.99588 -1.28978 0.65230
H4 0.14440 -3.93110 -1.85034
C6 2.09218 7.12859 -1.57848
C7 -2.11744 -2.56994 0.81490
C8 2.29898 7.64252 -2.95140
F1 -0.84784 1.53703 2.37819
H5 2.41878 -5.18676 -0.24759
C9 2.25396 1.19163 0.55829
N1 2.79742 2.44347 0.83409
C10 -0.15579 1.91562 -0.34096
H6 -1.12578 -0.15227 -1.52288
H7 0.77011 5.05854 -4.65958
H8 1.30685 5.58374 -0.36363
O2 -5.97818 -3.93053 0.28585
H9 -1.75607 -2.64273 1.87830
C11 -3.57508 -3.13217 0.59352
N2 4.54236 0.56658 1.42213
H10 1.14429 -2.52906 -2.35840
C12 -7.19807 -2.01333 1.00175
S1 4.33681 2.24753 1.46407
C13 -1.91713 -1.07011 0.30581
H11 -7.56440 -1.77352 -0.03749
H12 0.78060 3.76199 0.58943
H13 0.64603 -4.96502 1.93942
C14 0.63977 -0.61121 -0.21169
C15 0.94774 5.15609 -2.48005
H14 -3.67226 -3.33899 -0.51690
C16 -0.17879 3.16624 0.62013
C17 2.60359 -4.18376 0.24834
F2 -1.84409 3.51703 2.33377
H15 -1.71803 -0.38518 1.18335
H16 0.50741 -3.53990 0.36220
C18 1.78094 6.82419 -4.07128
H17 2.47635 7.73930 -0.77115
C19 1.46828 -4.62309 2.62429
H18 1.68536 -5.33974 3.45994
C20 -5.84858 -2.82394 0.77839
H19 1.91996 -4.23251 -2.18167
H20 3.31647 -3.46139 2.30024
C21 -0.61752 2.86359 2.09540
C22 1.15437 5.66958 -3.85244
H21 -1.21267 1.53142 -0.40142
O3 0.37285 4.10116 -2.28255
C23 2.80135 -4.32706 1.80852
H22 0.07564 2.32288 -1.39182
C24 1.18801 -3.48838 -1.76402
H23 -3.61716 -4.13126 1.12819
H24 -0.96154 3.87127 0.20048
C25 1.69820 -1.69185 0.09275
O4 -4.61391 -2.26498 1.09817
H25 -0.78137 -1.91438 -1.41086
H26 -7.05264 -1.11008 1.64785
H27 1.94020 7.21529 -5.06820
H28 -2.87323 -0.68646 -0.17347
H29 3.54756 -3.76748 -0.22896
C26 3.32572 0.17564 0.90933
H30 -1.44221 -3.20828 0.16377
H31 -7.91099 -2.76796 1.44917
F3 0.25320 3.42034 3.03381

Values from the calculation:
**Highest occupied orbital energy**: -8.4 eV
**Molecular weight**: 524.61 g/mol
**Gap between HOMO and LUMO**: 6.59 eV

natural (NBO) atomic charge list, values in e, 6 entries: atom 1 (H): 0.230, atom 2 (C): -0.471, atom 3 (C): -0.066, atom 4 (C): -0.238, atom 5 (O): -0.476, atom 6 (H): 0.211

=====

The following is a DFT calculation (ωB97M-V/def2-TZVPD) of a molecular structure, C26H31FFeN7O4S at a distorted geometry.

Cartesian coordinates (Å):
H1 -4.27334 -0.26246 0.89385
N1 -1.07527 1.33524 3.79114
N2 -0.70437 -0.38232 -1.77434
H2 -3.44657 -1.80263 1.19319
S1 0.55454 1.66342 1.74873
H3 4.12802 -0.00904 -2.28690
F1 -0.89206 -4.52391 -3.10565
C1 1.38659 -3.84540 -2.83294
C2 0.57390 -3.67784 1.32262
H4 -0.31374 1.65853 4.36095
H5 5.42126 2.68609 0.42107
C3 2.21187 -3.70091 -0.47671
C4 2.33601 2.18047 -0.89920
C5 0.03282 -2.23873 1.37748
H6 1.46556 -3.74513 1.94243
C6 3.61274 1.87938 -0.36130
H7 1.48936 3.56735 -3.85202
O1 3.13796 -3.48707 0.26874
H8 -0.48202 4.10610 -0.04287
H9 0.85551 -0.23065 -3.06945
H10 -1.40194 4.27724 -1.54749
H11 2.59503 -0.33657 1.14544
H12 5.22450 0.58096 -0.08648
H13 -1.04153 -4.51078 -0.50950
N3 0.93919 -4.03662 -0.04150
H14 4.75737 5.05015 0.13864
H15 -0.84557 2.68614 -1.03090
H16 2.84132 -0.79718 -1.36615
C7 -0.85358 1.14571 2.48822
C8 3.66935 -0.15672 1.15632
O2 0.51626 -1.48085 0.48738
H17 0.81431 5.04271 -1.99032
C9 -2.43315 -0.51802 -0.14880
C10 -2.66152 -1.55718 -2.44944
C11 0.71521 3.96085 -1.85908
C12 4.13824 0.46686 -0.16064
N4 -1.62530 0.21767 0.51660
Fe1 0.24035 0.43872 -0.20017
C13 -0.57728 3.74344 -1.06755
C14 -0.14450 -0.63382 -2.95109
C15 3.88483 -0.48241 -1.33352
H18 -0.17318 -4.37555 1.69554
H19 -3.65590 -1.91775 -2.23131
H20 -2.60954 -2.39760 -4.42268
H21 2.58453 5.57045 -0.92295
H22 3.90330 0.49777 1.99858
H23 -2.33721 -0.20545 2.33831
C16 4.44948 2.92798 0.00280
O3 1.61637 -3.69888 -4.01312
N5 -1.89478 0.54706 1.81962
H24 -0.29697 -1.57384 -4.86817
H25 -1.90305 0.98736 4.24341
C17 -1.94345 -0.83656 -1.50948
C18 -3.69679 -1.06292 0.42616
N6 2.35375 -3.66007 -1.85602
O4 -0.80418 -1.96524 2.24976
H26 4.15443 -1.12239 1.31318
H27 0.47665 2.27499 -3.20536
C19 -2.07605 -1.81961 -3.68045
C20 -0.79929 -1.35875 -3.93615
H28 -4.31967 -1.54113 -0.32206
C21 1.98747 3.53754 -1.14019
H29 4.50696 -1.37302 -1.21218
H30 -0.26736 3.77733 -3.78082
C22 4.08792 4.25366 -0.15889
C23 2.86603 4.53749 -0.74641
C24 0.59691 3.35664 -3.26052
N7 1.45374 1.18194 -1.24309
C25 0.10333 -4.22268 -2.25697
H31 3.26553 -3.36603 -2.17867
C26 -0.07741 -4.26700 -0.93655

Values from the calculation:
**ΔE to the lowest compared entry with this formula, charge and spin**: 5.23 kJ/mol
**Highest occupied orbital energy (alpha / beta)**: -6.6 / -6.7 eV
**2S+1**: 2
**Molecular weight**: 612.49 g/mol
**Gap between HOMO and LUMO (alpha / beta)**: 5.87 / 5.79 eV

Löwdin atomic charge list, values in e, 6 entries: atom 1 (H): 0.097, atom 2 (N): 0.126, atom 3 (N): 0.054, atom 4 (H): 0.097, atom 5 (S): 0.877, atom 6 (H): 0.085

=====

The following is a DFT calculation (ωB97M-V/def2-TZVPD) of a molecular structure, C26H31InN2O8 at a distorted geometry.

Cartesian coordinates (Å):
H1 -2.33679 0.42001 0.35278
H2 0.15625 -4.83239 -4.84599
O1 -0.13496 7.64133 3.26469
O2 4.25577 4.36831 6.18762
C1 -1.08413 3.29021 -0.86963
H3 2.03772 3.32624 0.37945
C2 -1.21654 -6.26313 -2.27278
H4 3.23917 2.13055 2.47160
C3 0.72107 -2.55198 -2.38952
H5 -2.22467 2.39670 2.15629
C4 0.65938 1.62296 3.80342
H6 0.87325 -2.55479 -0.16094
C5 -1.91029 2.47571 1.12174
O3 1.41765 0.71617 4.26090
O4 -1.19876 -1.04032 -2.19081
C6 0.83129 3.07924 4.19267
O5 -1.39013 -4.84236 -2.56135
C7 2.81150 1.63139 1.60367
H7 -1.98468 -6.61249 -1.57446
H8 -3.85309 -5.51949 -3.45027
C8 1.86380 1.25757 -0.45363
C9 1.97069 3.49099 4.90062
H9 -0.82811 -0.89714 -0.16177
H10 -1.35229 4.62805 0.91524
O6 3.77467 6.46975 5.76668
H11 -1.21144 -4.93952 -5.98064
H12 -0.67982 3.96760 -1.62392
C10 0.25420 5.45147 3.95133
C11 -0.05977 4.08180 3.77036
C12 2.25157 4.86228 5.12163
C13 -1.38591 1.90483 -1.04502
C14 0.13262 -2.71302 -0.95736
C15 -1.76766 -5.20477 -3.92989
O7 -0.26916 1.34148 2.94523
H13 -0.58239 -7.05338 -4.24569
H14 1.64975 6.91590 4.76654
H15 1.71246 -2.07313 -2.35655
H16 -3.50862 -5.32464 -5.18675
C16 -0.27788 -1.63154 -3.12808
H17 -0.87420 -2.17700 -3.87636
C17 -1.93404 1.41415 0.17840
H18 0.82022 -3.51788 -2.89852
H19 -1.02259 -3.48166 -4.99708
C18 -3.24805 -4.96435 -4.18087
H20 -0.20657 -6.48294 -1.91663
C19 1.39543 5.86076 4.64795
H21 1.40336 1.41605 -1.42375
In1 0.30674 -0.83419 2.58331
C20 2.20637 2.25826 0.49013
H22 -1.22712 1.31020 -1.93960
C21 -1.02161 -1.68868 -0.90998
H23 2.69266 2.75288 5.23824
C22 2.84785 0.22844 1.35711
H24 -1.97680 -2.17634 -0.62685
H25 0.25312 -0.83835 -3.67738
H26 -0.30545 -3.70919 -0.84519
H27 3.33385 -0.52545 1.97982
C23 -1.43235 3.64093 0.46754
N1 -0.51141 6.44882 3.23709
N2 3.50467 5.24656 5.71705
H28 -3.47538 -3.89039 -4.13196
C24 -0.89945 -4.56972 -4.99385
H29 -0.95970 3.82727 3.22775
O8 -1.53016 6.07862 2.61169
H30 2.07190 -0.96769 -0.38158
H31 -2.32289 -7.36698 -3.86401
C25 -1.46731 -6.70957 -3.70824
C26 2.22319 0.00098 0.08832

Values from the calculation:
**ΔE to the lowest compared entry with this formula, charge and spin**: 0.00 kJ/mol
**Highest occupied orbital energy (alpha / beta)**: -7.9 / -7.8 eV
**Molecular weight**: 614.36 g/mol
**Gap between HOMO and LUMO (alpha / beta)**: 5.57 / 6.29 eV

natural (NBO) atomic charge list, values in e, 6 entries: atom 1 (H): 0.218, atom 2 (H): 0.212, atom 3 (O): -0.359, atom 4 (O): -0.359, atom 5 (C): -0.243, atom 6 (H): 0.231

=====

> The lowest molecular weight belongs to which entry?

C26H31F3N2O4S